DFT (wB97M-V/def2-TZVPD) results for a gas-phase ion, C6H12NOS (charge +1) in a non-equilibrium geometry.

Bonds (Å) are listed after each position.
Cartesian coordinates (Å):
1 O -2.70057 -2.46041 -2.41199  C2 1.157
2 C -2.44044 -1.86958 -1.45142  O1 1.157, C3 1.312
3 C -1.81664 -1.27213 -0.46405  C2 1.312, C4 1.616, H10 1.121
4 C -2.11249 0.29613 -0.21133  C3 1.616, C5 1.542, H11 1.171, H12 1.107
5 C -1.22921 1.00436 0.83492  C4 1.542, C6 1.567, H13 1.119, H14 1.040
6 C 0.27288 1.07947 0.39630  C5 1.567, N7 1.626, H15 1.144, H16 1.087
7 N 0.77226 -0.41367 -0.01135  C6 1.626, C8 1.483, H17 1.021, H18 1.161
8 C 1.86794 -0.51768 -1.00504  N7 1.483, S9 1.922, H19 1.017, H20 1.036
9 S 3.47060 0.24335 -0.26584  C8 1.922, H21 1.316
10 H -1.66164 -1.80750 0.50830  C3 1.121
11 H -1.85986 0.87803 -1.19613  C4 1.171
12 H -3.18655 0.38616 0.04056  C4 1.107
13 H -1.57488 2.05022 0.63696  C5 1.119
14 H -1.32806 0.67987 1.81852  C5 1.040
15 H 0.58790 1.58017 -0.58339  C6 1.144
16 H 1.02337 1.34401 1.13611  C6 1.087
17 H 0.99322 -0.84044 0.88946  N7 1.021
18 H -0.23533 -0.88470 -0.34545  N7 1.161
19 H 2.08680 -1.48421 -1.23193  C8 1.017
20 H 1.58735 0.07290 -1.80840  C8 1.036
21 H 3.87406 -0.69557 0.56396  S9 1.316

Computed properties:
**Energy relative to the best compared isomer or geometry (same formula, charge and spin)**: 50.3 kcal per mole
**Gap between HOMO and LUMO**: 10.03 eV
**Charge**: +1
**F_max**: 0.0919 Eh/bohr
**HOMO**: -13.34 eV